DFT (ωB97M-V with the def2-TZVPD basis set) results for a molecular structure, C24H26N4PdS2Si in a non-equilibrium geometry.

The calculation puts the HOMO energy (spin up / spin down) at -3.98 / -7.20 eV. The value obtained for the LUMO energy (spin up / spin down) is 0.4 / 0.4 eV. The energy above the lowest of the compared OMol25 structures with the same formula, charge and spin is 0.00 kJ/mol. Its spin multiplicity is 3.

Geometry (Å):
1 C 0.453 1.350 2.001
2 C -0.689 1.776 1.230
3 C -1.855 1.619 2.051
4 H -0.676 2.051 0.180
5 C -1.438 1.142 3.333
6 C -0.027 0.934 3.293
7 H 0.597 0.550 4.104
8 H 1.475 1.294 1.642
9 H -2.879 1.872 1.758
10 H -2.079 1.006 4.206
11 Pd -0.823 -0.417 1.587
12 C -0.914 -1.245 -0.065
13 H -1.917 -1.647 -0.239
14 H -0.298 -2.152 0.027
15 H -0.573 -0.649 -0.884
16 Si 0.765 1.426 -2.781
17 C 2.326 0.368 -2.879
18 C 3.440 1.229 -2.795
19 H 3.303 2.311 -2.851
20 C 4.726 0.766 -2.546
21 H 5.531 1.480 -2.370
22 C 4.987 -0.608 -2.524
23 H 6.029 -0.955 -2.482
24 C 3.899 -1.481 -2.588
25 H 4.107 -2.555 -2.543
26 C 2.579 -1.003 -2.715
27 H 1.762 -1.713 -2.659
28 C -1.104 1.353 -3.118
29 C -1.041 2.247 -4.210
30 H -0.383 1.948 -5.029
31 C -1.839 3.400 -4.216
32 H -1.722 4.135 -5.009
33 C -2.867 3.519 -3.268
34 H -3.518 4.394 -3.288
35 C -3.131 2.466 -2.375
36 H -4.027 2.488 -1.746
37 C -2.259 1.353 -2.320
38 H -2.467 0.477 -1.696
39 H 0.576 1.271 -1.356
40 H 1.152 2.691 -2.427
41 N -3.945 -0.958 1.970
42 C -3.172 -1.840 2.630
43 N -1.854 -1.843 2.547
44 C -1.172 -2.846 3.220
45 C -2.044 -3.674 3.921
46 S -3.695 -3.154 3.717
47 C 0.260 -2.767 3.057
48 C 1.317 -3.480 3.602
49 S 2.844 -2.818 3.088
50 C 2.024 -1.640 2.087
51 N 0.714 -1.742 2.227
52 N 2.668 -0.773 1.286
53 H -4.934 -0.922 2.162
54 H -3.559 -0.256 1.340
55 H -1.738 -4.519 4.539
56 H 1.216 -4.317 4.290
57 H 3.675 -0.709 1.329
58 H 2.217 -0.234 0.556

***

DFT (ωB97M-V with the def2-TZVPD basis set) results for a molecular structure, C3H6N2O.

The calculation puts the HOMO energy at -7.70 eV. The value obtained for the LUMO energy is 0.6 eV. The energy above the lowest of the compared OMol25 structures with the same formula, charge and spin is 390.48 kJ/mol.

Geometry (Å):
1 N 1.702 -0.108 0.920
2 C 0.585 0.951 -0.158
3 O 1.135 1.965 -0.450
4 C -0.567 0.255 0.019
5 C -1.722 0.053 -0.832
6 N -0.853 -1.093 -0.463
7 H 2.255 0.522 1.494
8 H 2.292 -0.786 0.449
9 H 0.982 -0.562 1.475
10 H -1.714 0.353 -1.877
11 H -2.700 0.100 -0.353
12 H -1.333 -1.653 0.242

***

DFT (ωB97M-V with the def2-TZVPD basis set) results for 2 unconnected molecules or ions with the total composition C2H4BrNO in a non-equilibrium geometry.

The calculation puts the HOMO energy (spin up / spin down) at -9.17 / -9.17 eV. The SMILES is C=CBr.N=O. The value obtained for the LUMO energy (spin up / spin down) is 0.0 / 0.0 eV. The energy above the lowest of the compared OMol25 structures with the same formula, charge and spin is 463.84 kJ/mol.

Geometry (Å):
1 C 0.774 -1.424 -0.429
2 C 0.244 -0.428 0.280
3 N -2.088 2.863 0.836
4 O -2.933 2.836 1.687
5 Br -1.456 0.394 -0.274
6 H -2.600 3.338 0.039
7 H 1.648 -1.896 -0.097
8 H 0.468 -1.829 -1.289
9 H 0.513 0.111 1.218

***

DFT (ωB97M-V with the def2-TZVPD basis set) results for a molecular structure, C46H34AsBeN3O4P.

The calculation puts the HOMO energy at -5.80 eV. As for the total charge: -1. The value obtained for the LUMO energy is 2.4 eV. The energy above the lowest of the compared OMol25 structures with the same formula, charge and spin is 19.49 kJ/mol.

Geometry (Å):
1 Be 0.302 -1.034 -2.231
2 O -0.621 -4.577 -2.372
3 C 0.244 -3.826 -1.966
4 O 0.246 -2.550 -2.151
5 C 1.423 -4.426 -1.217
6 P 2.146 -3.378 0.126
7 C 0.809 -3.546 1.370
8 C 0.167 -2.382 1.782
9 C -0.901 -2.443 2.672
10 C -1.323 -3.667 3.166
11 C -0.684 -4.836 2.765
12 C 0.371 -4.774 1.871
13 C 3.420 -4.538 0.773
14 C 3.609 -4.744 2.138
15 C 4.681 -5.492 2.608
16 C 5.586 -6.055 1.721
17 C 5.413 -5.856 0.357
18 C 4.348 -5.100 -0.107
19 H 2.209 -4.618 -1.952
20 H 1.068 -5.385 -0.840
21 H 0.519 -1.424 1.418
22 H -1.392 -1.528 2.978
23 H -2.151 -3.715 3.864
24 H -1.015 -5.795 3.145
25 H 0.857 -5.690 1.551
26 H 2.913 -4.311 2.846
27 H 4.805 -5.636 3.674
28 H 6.419 -6.642 2.087
29 H 6.115 -6.285 -0.347
30 H 4.242 -4.941 -1.174
31 N -8.475 1.838 -5.415
32 C -7.426 1.529 -5.057
33 C -6.111 1.141 -4.612
34 C -4.991 1.841 -5.056
35 C -3.732 1.471 -4.625
36 C -3.560 0.397 -3.744
37 C -4.697 -0.296 -3.306
38 C -5.959 0.071 -3.732
39 C -2.263 0.023 -3.278
40 C -1.176 -0.316 -2.849
41 H -5.116 2.672 -5.737
42 H -2.859 2.013 -4.962
43 H -4.565 -1.132 -2.632
44 H -6.831 -0.471 -3.393
45 C -1.843 6.768 -1.541
46 C -2.705 5.915 -0.868
47 C -2.344 4.594 -0.632
48 C -1.115 4.111 -1.067
49 C -0.265 4.968 -1.762
50 C -0.619 6.290 -1.990
51 As -0.467 2.271 -0.757
52 C 0.425 2.781 0.915
53 C 1.646 3.427 1.040
54 C 2.149 3.708 2.302
55 C 1.437 3.328 3.436
56 C 0.220 2.677 3.312
57 C -0.294 2.407 2.048
58 C -1.591 1.756 1.758
59 C -2.490 1.285 2.710
60 C -3.692 0.722 2.307
61 C -4.003 0.620 0.955
62 C -3.102 1.069 -0.002
63 C -1.904 1.643 0.399
64 H -2.126 7.797 -1.724
65 H -3.665 6.278 -0.521
66 H -3.023 3.941 -0.097
67 H 0.686 4.599 -2.134
68 H 0.057 6.945 -2.525
69 H 2.214 3.701 0.157
70 H 3.099 4.218 2.405
71 H 1.839 3.531 4.420
72 H -0.320 2.373 4.201
73 H -2.255 1.355 3.765
74 H -4.389 0.356 3.050
75 H -4.940 0.176 0.645
76 H -3.327 0.961 -1.055
77 C 4.675 1.291 2.139
78 N 3.867 0.957 0.982
79 C 4.301 1.164 -0.286
80 C 3.542 0.838 -1.349
81 C 2.272 0.225 -1.066
82 O 1.553 -0.142 -2.068
83 N 1.820 0.082 0.162
84 C 2.587 0.416 1.233
85 O 2.248 0.270 2.398
86 H 5.588 1.777 1.798
87 H 4.924 0.392 2.702
88 H 4.121 1.956 2.800
89 H 5.282 1.611 -0.386
90 H 3.866 1.005 -2.363

***

DFT (ωB97M-V with the def2-TZVPD basis set) results for a molecular structure, Cl2NO3Pt in a non-equilibrium geometry.

The calculation puts the HOMO energy (spin up / spin down) at -5.88 / -6.16 eV. As for the total charge: -1. The value obtained for the LUMO energy (spin up / spin down) is 2.9 / 1.3 eV. Its spin multiplicity is 3.

Geometry (Å):
1 Pt 1.534 7.999 17.595
2 N -1.217 7.035 16.170
3 O 0.067 7.273 16.275
4 O -1.562 6.071 15.476
5 O -2.014 7.761 16.778
6 Cl 1.199 6.395 19.294
7 Cl 3.311 8.501 16.132

***

DFT (ωB97M-V with the def2-TZVPD basis set) results for a molecular structure, C15H26HoIO2P2 in a non-equilibrium geometry.

The calculation puts the HOMO energy (spin up / spin down) at -13.79 / -13.81 eV. As for the total charge: +2. The value obtained for the LUMO energy (spin up / spin down) is -7.0 / -7.0 eV. Its spin multiplicity is 5.

Geometry (Å):
1 C -0.614 -1.946 -4.650
2 C -0.590 -2.293 -3.203
3 H -0.545 -0.854 -4.771
4 H -1.549 -2.295 -5.110
5 H 0.229 -2.425 -5.166
6 O -0.490 -1.380 -2.318
7 I -0.745 -4.302 -2.791
8 Ho -0.470 0.250 -0.735
9 P 2.219 -0.402 -0.485
10 C 3.438 0.920 -0.170
11 C 2.786 -1.727 0.635
12 H 3.721 -2.169 0.262
13 H 3.862 -1.130 -2.123
14 H 2.011 -2.504 0.685
15 H 2.301 -2.005 -2.328
16 H 3.595 1.040 0.910
17 H 2.942 -1.326 1.644
18 C 2.767 -1.034 -2.116
19 H 4.391 0.672 -0.661
20 H 2.461 -0.327 -2.901
21 H 3.056 1.868 -0.573
22 P -3.185 -0.258 -0.525
23 C -4.256 1.152 -0.066
24 C -3.779 -0.622 -2.226
25 H -3.437 -2.585 0.101
26 H -5.008 -1.724 0.182
27 H -3.782 -1.497 1.469
28 C -3.932 -1.648 0.393
29 H -3.373 -1.580 -2.578
30 H -4.877 -0.662 -2.228
31 H -5.311 0.909 -0.250
32 H -3.972 2.030 -0.660
33 H -3.446 0.171 -2.910
34 H -4.106 1.385 0.995
35 C 0.416 1.421 1.208
36 O -0.033 2.122 0.249
37 C 2.042 2.545 4.923
38 C 2.054 1.203 4.510
39 C 1.482 0.842 3.297
40 C 0.924 1.843 2.467
41 C 0.929 3.202 2.868
42 C 1.472 3.532 4.100
43 H 2.478 2.823 5.887
44 H 2.506 0.438 5.148
45 H 1.449 -0.200 2.969
46 H 0.505 3.957 2.204
47 H 1.463 4.573 4.435